# 1
Computed, not measured: a 2-piece molecular cluster, C5H8N2 overall, with the ωB97M-V functional and the def2-TZVPD basis.

```
15
C5H8N2, DFT the ωB97M-V functional and the def2-TZVPD basis
C -2.046 -0.585 0.750
C 0.346 -0.029 -1.572
C 1.065 1.067 -0.890
C 0.338 2.010 -0.038
N -0.219 2.749 0.656
N 1.043 -0.332 -0.490
C 1.557 -1.061 0.448
H -2.512 -0.180 1.654
H -1.981 0.184 -0.023
H -2.618 -1.441 0.383
H 0.354 -0.473 -2.555
H 2.053 1.430 -1.189
H -1.033 -0.930 0.968
H 2.052 -0.564 1.272
H 1.426 -2.135 0.413
```

HOMO = -8.135 eV
HOMO-LUMO gap = 8.69 eV
E_LUMO = 0.6 eV
relative energy (zero: lowest compared OMol25 entry of this formula, charge and spin) = 105.0 kcal per mole
E = -304.668245 a.u.
F_max = 1.11 eV/Å

Results of the Mulliken charge analysis, in e, for atoms 1 through 8: -0.822, -0.583, -0.020, 0.180, -0.402, 0.117, -0.451, 0.288

---

# 2
Computed, not measured: one molecule with the formula C5H8N2, with the ωB97M-V functional and the def2-TZVPD basis.

```
15
C5H8N2, DFT the ωB97M-V functional and the def2-TZVPD basis
C -1.495 0.336 -0.893
C -0.496 0.419 0.242
C -0.111 -0.841 1.044
N 1.223 -0.254 1.196
C 1.058 0.642 0.087
C 1.297 -0.667 -1.852
N 1.793 0.168 -1.168
H -1.245 -0.456 -1.602
H -2.497 0.135 -0.490
H -1.554 1.282 -1.440
H -0.821 1.191 0.949
H -0.156 -1.755 0.430
H -0.630 -1.016 1.994
H 2.051 -0.833 1.231
H 1.441 1.651 0.182
```

HOMO = -9.630 eV
HOMO-LUMO gap = 10.53 eV
E_LUMO = 0.9 eV
relative energy (zero: lowest compared OMol25 entry of this formula, charge and spin) = 63.1 kcal per mole
E = -304.734885 a.u.
F_max = 2.09 eV/Å

Results of the Mulliken charge analysis, in e, for atoms 1 through 8: -1.408, 0.089, -0.549, -0.418, 0.074, -0.080, -0.272, 0.342

---

# 3
Computed, not measured: one molecule with the formula C5H8N2O, with the ωB97M-V functional and the def2-TZVPD basis.

```
16
C5H8N2O, DFT the ωB97M-V functional and the def2-TZVPD basis
C 1.523 0.067 0.181
C 0.352 0.415 -0.808
C -1.299 0.943 0.660
C -1.399 -1.194 -0.195
C -0.251 -0.906 -0.909
H 0.427 -1.293 1.269
H 2.055 0.959 0.633
H 2.495 -0.410 -0.467
H 0.877 0.643 -1.656
H -0.053 2.321 -0.261
H -1.649 1.577 1.627
H -2.029 -2.106 -0.247
H 0.257 -1.608 -1.506
N -0.425 1.406 -0.328
N -1.929 -0.159 0.617
O 1.048 -0.654 1.389
```

structure (SMILES) = OC[C@H]1C=CN=CN1
HOMO = -8.092 eV
HOMO-LUMO gap = 8.83 eV
E_LUMO = 0.7 eV
relative energy (zero: lowest compared OMol25 entry of this formula, charge and spin) = 79.2 kcal per mole
E = -379.961961 a.u.
F_max = 6.16 eV/Å

Results of the Mulliken charge analysis, in e, for atoms 1 through 8: -0.527, -0.009, -0.061, -0.402, -0.567, 0.391, 0.331, 0.226

---

# 4
Computed, not measured: C5H8N2O as an isolated structure, with the ωB97M-V functional and the def2-TZVPD basis.

```
16
C5H8N2O, DFT the ωB97M-V functional and the def2-TZVPD basis
C -0.013 1.544 -0.334
N -0.439 0.221 0.088
C -0.091 -0.938 -0.299
C 1.721 -0.664 0.447
C -3.013 -0.473 0.459
C 2.806 -0.415 -0.248
N -2.287 0.239 -0.267
O -0.403 -2.059 -0.481
H 1.676 -1.035 1.464
H 0.869 1.519 -0.968
H 0.164 2.145 0.556
H -0.803 2.018 -0.913
H -2.634 -1.253 1.131
H -4.097 -0.303 0.444
H 2.742 -0.014 -1.253
H 3.802 -0.533 0.174
```

HOMO = -8.134 eV
HOMO-LUMO gap = 8.40 eV
E_LUMO = 0.3 eV
relative energy (zero: lowest compared OMol25 entry of this formula, charge and spin) = 143.1 kcal per mole
E = -379.860180 a.u.
F_max = 6.42 eV/Å

Results of the Mulliken charge analysis, in e, for atoms 1 through 8: -0.716, -0.036, 0.540, -0.406, -0.203, -0.446, -0.377, -0.472

---

# 5
Computed, not measured: C5H8N2O as an isolated structure, with the ωB97M-V functional and the def2-TZVPD basis.

```
16
C5H8N2O, DFT the ωB97M-V functional and the def2-TZVPD basis
C 1.184 0.305 1.238
C 1.420 0.580 -1.282
C 0.636 -0.037 -0.137
O 0.250 -1.285 -0.314
H 1.066 1.377 1.404
H 0.639 -0.226 2.017
H 2.477 0.329 -1.201
H 1.048 0.216 -2.239
H 2.244 0.061 1.301
H 1.302 1.664 -1.248
C -2.442 -1.394 0.227
N -1.778 -0.599 -0.496
C -1.147 0.694 -0.170
N -1.440 1.829 -0.097
H -3.431 -1.132 0.583
H -2.027 -2.382 0.414
```

HOMO (spin up / spin down) = -8.757 / -9.118 eV
HOMO-LUMO gap (spin up / spin down) = 7.23 / 7.41 eV
E_LUMO (spin up / spin down) = -1.5 / -1.7 eV
relative energy (zero: lowest compared OMol25 entry of this formula, charge and spin) = 151.8 kcal per mole
E = -379.846276 a.u.
F_max = 4.15 eV/Å

Results of the Mulliken charge analysis, in e, for atoms 1 through 8: -1.366, -1.373, 1.218, -0.580, 0.356, 0.304, 0.388, 0.327

---

# 6
Computed, not measured: C5H8N2O as an isolated structure, with the ωB97M-V functional and the def2-TZVPD basis.

```
16
C5H8N2O, DFT the ωB97M-V functional and the def2-TZVPD basis
C -1.416 -0.869 -0.036
C -1.506 0.561 -0.498
C -0.369 0.826 0.570
C 1.807 0.702 -0.046
C -0.062 -0.711 0.618
H -2.214 -1.006 0.732
H -1.272 -1.649 -0.743
H -2.548 1.068 -0.562
H -1.278 1.088 -1.713
H -0.353 1.081 1.714
H 2.777 1.282 -0.379
H 2.566 -0.633 -0.954
H 0.071 -1.212 1.446
N 0.836 1.542 0.071
N 2.063 -0.649 -0.011
O 0.900 -1.421 -0.208
```

HOMO = -8.961 eV
HOMO-LUMO gap = 9.87 eV
E_LUMO = 0.9 eV
relative energy (zero: lowest compared OMol25 entry of this formula, charge and spin) = 152.4 kcal per mole
E = -379.845311 a.u.
F_max = 5.90 eV/Å

Results of the Mulliken charge analysis, in e, for atoms 1 through 8: -0.470, -0.754, 0.380, 0.070, -0.571, 0.241, 0.358, 0.292

---

# 7
Computed, not measured: one molecule with the formula C5H8N2O, with the ωB97M-V functional and the def2-TZVPD basis.

```
16
C5H8N2O, DFT the ωB97M-V functional and the def2-TZVPD basis
C 1.113 -0.392 -0.378
C -2.051 -0.198 0.335
C 0.856 -1.559 0.219
C 2.491 0.038 -0.913
C -3.093 0.650 0.837
N -1.316 -1.091 0.647
N -0.408 -1.927 0.608
O 1.838 -2.501 0.507
H 0.273 0.297 -0.716
H 3.111 -0.718 -0.543
H 2.655 1.087 -0.423
H 2.299 0.230 -2.039
H -2.782 0.968 1.854
H -3.955 0.114 0.858
H -3.117 1.690 0.259
H 1.380 -2.925 1.266
```

HOMO (spin up / spin down) = -7.474 / -7.474 eV
HOMO-LUMO gap (spin up / spin down) = 7.77 / 7.77 eV
E_LUMO (spin up / spin down) = 0.3 / 0.3 eV
relative energy (zero: lowest compared OMol25 entry of this formula, charge and spin) = 110.4 kcal per mole
E = -379.912232 a.u.
F_max = 5.74 eV/Å

Results of the Mulliken charge analysis, in e, for atoms 1 through 8: -0.237, 0.484, 0.713, -0.964, -0.855, 0.586, -1.284, -0.528

---

# 8
Computed, not measured: one molecule with the formula C5H8N2O, with the ωB97M-V functional and the def2-TZVPD basis.

```
16
C5H8N2O, DFT the ωB97M-V functional and the def2-TZVPD basis
C -0.194 -1.099 0.960
N 0.227 1.676 0.048
C 0.059 0.595 -0.850
C -0.328 -0.635 -0.466
N -0.836 -1.578 -1.368
C 0.690 1.205 1.272
C 0.285 0.046 1.798
O 0.127 0.951 -2.187
H -0.424 1.727 -2.339
H 0.744 2.455 -0.341
H -0.446 -2.504 -1.249
H -0.779 -1.275 -2.331
H -1.165 -1.466 1.321
H 0.504 -1.947 1.019
H 1.245 1.936 1.843
H 0.291 -0.088 2.869
```

structure (SMILES) = NC1=C(O)NC=CC1
HOMO = -7.123 eV
HOMO-LUMO gap = 7.89 eV
E_LUMO = 0.8 eV
relative energy (zero: lowest compared OMol25 entry of this formula, charge and spin) = 36.5 kcal per mole
E = -380.029991 a.u.
F_max = 1.79 eV/Å

Results of the Mulliken charge analysis, in e, for atoms 1 through 8: -0.460, -0.307, 0.495, -0.097, -0.561, -0.265, -0.572, -0.564

---

# 9
Computed, not measured: one molecule with the formula C5H8N2O, with the ωB97M-V functional and the def2-TZVPD basis.

```
16
C5H8N2O, DFT the ωB97M-V functional and the def2-TZVPD basis
C 0.983 -1.317 0.998
C 0.476 -0.708 -0.263
C 1.781 -0.076 -0.884
C 0.652 0.859 -0.589
C -1.123 -0.399 -0.201
H 0.340 -1.028 1.879
H 1.797 -0.536 1.364
H 1.455 -2.418 0.705
H 2.065 0.104 -1.991
H 2.469 -0.489 -0.020
H -0.029 1.305 -1.509
H 0.190 2.380 0.293
H -1.650 1.019 1.255
N 0.353 1.502 0.702
N -1.200 0.849 0.417
O -2.165 -0.868 -0.522
```

structure (SMILES) = C[C@]12C[C@@H]1NNC2=O
HOMO = -8.412 eV
HOMO-LUMO gap = 9.25 eV
E_LUMO = 0.8 eV
relative energy (zero: lowest compared OMol25 entry of this formula, charge and spin) = 191.7 kcal per mole
E = -379.782757 a.u.
F_max = 4.92 eV/Å

Results of the Mulliken charge analysis, in e, for atoms 1 through 8: -1.244, 0.630, -0.657, 0.080, 0.166, 0.354, 0.332, 0.261

---

# 10
Computed, not measured: one molecule with the formula C5H8N2O, with the ωB97M-V functional and the def2-TZVPD basis.

```
16
C5H8N2O, DFT the ωB97M-V functional and the def2-TZVPD basis
C 0.201 -0.283 -0.256
C -1.966 0.256 0.167
C -3.253 -0.189 0.125
C 1.196 -1.331 -0.186
C 2.320 -0.995 0.284
H 1.827 1.504 -0.882
H 1.270 2.871 0.198
H -1.430 1.216 0.458
H -3.110 -1.158 -0.227
H -4.190 0.329 0.186
H 0.901 -2.311 -0.685
H 3.211 -1.820 0.726
H 2.526 0.068 0.621
N 1.315 1.683 -0.066
N 0.312 0.902 -0.215
O -1.131 -0.741 -0.249
```

structure (SMILES) = C=CO/C(C=C)=N/N
HOMO = -8.159 eV
HOMO-LUMO gap = 8.98 eV
E_LUMO = 0.8 eV
relative energy (zero: lowest compared OMol25 entry of this formula, charge and spin) = 154.5 kcal per mole
E = -379.841972 a.u.
F_max = 8.55 eV/Å

Results of the Mulliken charge analysis, in e, for atoms 1 through 8: 0.655, 0.170, -0.876, -0.354, -0.585, 0.237, 0.258, 0.274

---

# 11
Computed, not measured: one molecule with the formula C5H8N2O, with the ωB97M-V functional and the def2-TZVPD basis.

```
16
C5H8N2O, DFT the ωB97M-V functional and the def2-TZVPD basis
C -1.695 -0.903 -0.004
C -0.799 0.338 -0.201
C 0.468 0.462 0.254
C 1.157 1.648 0.746
C 1.581 -0.454 0.194
H -2.100 -0.961 -2.025
H -0.798 -1.722 -1.478
H -2.677 -0.756 0.552
H -1.057 -1.612 0.517
H -1.174 1.374 -0.397
H 0.953 1.812 1.809
H 1.069 2.473 0.165
H 1.552 -1.478 -0.037
N -1.824 -1.606 -1.270
N 2.785 -0.025 0.408
O 2.561 1.411 0.768
```

structure (SMILES) = NC/C=C1\C=NOC1
HOMO = -8.699 eV
HOMO-LUMO gap = 8.61 eV
E_LUMO = -0.1 eV
relative energy (zero: lowest compared OMol25 entry of this formula, charge and spin) = 101.2 kcal per mole
E = -379.926880 a.u.
F_max = 3.52 eV/Å

Results of the Mulliken charge analysis, in e, for atoms 1 through 8: -0.554, -0.402, 0.606, -0.591, -0.297, 0.267, 0.318, 0.307

---

# 12
Computed, not measured: one molecule with the formula C5H8N2O, with the ωB97M-V functional and the def2-TZVPD basis.

```
16
C5H8N2O, DFT the ωB97M-V functional and the def2-TZVPD basis
C -1.491 0.596 -1.264
C -0.663 1.399 -0.349
C 0.107 0.388 0.369
C 0.433 -0.226 1.580
C 1.878 -0.721 -0.067
H -2.571 -1.034 -0.959
H -1.439 -0.971 -0.002
H -2.293 1.023 -1.766
H -0.604 0.035 -1.904
H -1.380 1.687 0.589
H 0.103 2.316 -0.538
H -0.248 -0.008 2.340
H 2.735 -1.160 -0.532
N -2.026 -0.426 -0.322
N 1.555 -1.037 1.195
O 0.926 -0.032 -0.619
```

structure (SMILES) = NCCc1cnco1
HOMO = -9.021 eV
HOMO-LUMO gap = 9.93 eV
E_LUMO = 0.9 eV
relative energy (zero: lowest compared OMol25 entry of this formula, charge and spin) = 109.8 kcal per mole
E = -379.913191 a.u.
F_max = 12.61 eV/Å

Results of the Mulliken charge analysis, in e, for atoms 1 through 8: -0.445, -0.323, 0.194, -0.337, -0.034, 0.223, 0.237, 0.442